Record 1
Density functional theory data (wB97M-V/def2-TZVPD) for 5 unconnected molecules or ions with the total composition C53H60BrFN8O5S.

Each line ends with the Mulliken charge.
Element x y z (Å)
C -5.70072 -1.55442 9.27726  -0.05
C -5.98081 -1.29610 8.11004  -1.03
C -6.10665 -0.84353 6.63190  0.51
N -4.99875 -1.00870 5.82923  -0.50
C -5.17629 -0.53550 4.51674  0.17
C -3.96114 -0.64683 3.57657  0.13
C -2.60933 -1.27814 4.13468  -0.62
C -1.34695 -0.30603 3.95194  0.32
O -0.26786 -0.86304 3.90359  -0.46
Br -1.46484 1.65555 3.86345  -0.13
C -4.06536 -0.17895 2.14912  0.57
C -2.90395 -0.20368 1.07883  0.50
C -2.26875 -1.63044 0.78866  -0.23
C -0.97682 -1.37244 -0.15860  -0.89
C 0.26059 -1.03068 0.78508  0.28
C 1.53729 -0.44836 -0.00172  -0.58
C 2.22220 0.72063 0.88089  -0.29
C 3.77384 0.40521 1.19905  -0.08
C 4.68321 1.70263 1.26274  -0.88
C 4.62584 2.50192 2.64051  -0.64
C 4.52458 1.59598 3.94104  -0.22
C 4.74876 2.49601 5.24857  -0.67
C 6.08913 2.13351 6.05593  -0.74
N 7.09051 3.24957 5.98681  0.19
C 7.32262 4.22135 7.00689  -0.34
C 8.41228 5.08174 6.40304  -0.45
C 8.83342 4.58705 5.02548  -0.63
C 7.92300 3.38879 4.85921  -0.15
C -5.41052 0.42198 1.66187  -0.21
O -5.61567 0.89603 0.32137  -0.55
C -6.01642 -0.23777 -0.39425  0.54
N -6.44496 -0.90820 -1.24393  -0.56
C -6.55382 0.52574 2.59717  0.72
C -7.89696 1.18651 2.08367  -1.59
C -8.89802 0.16667 1.36928  -0.35
C -9.88231 1.06017 0.44960  -0.45
C -11.39465 1.01627 0.91613  -0.68
O -11.64535 1.87597 2.06989  -0.51
C -6.48632 0.04488 4.06305  0.09
N -7.64622 0.23226 4.82977  -0.24
C -7.38095 -0.21264 6.10607  0.15
S -8.76584 -0.01886 7.33969  1.21
O -9.13055 -1.30502 7.94364  -0.53
O -8.18854 0.82514 8.40845  -0.56
F -10.02792 0.82195 6.70437  -0.19
H -5.16577 -2.01343 10.15636  0.38
H -2.66415 -1.45765 5.26277  0.33
H -2.41024 -2.30906 3.69115  0.32
H -2.09475 0.55426 1.35253  0.21
H -3.31633 0.16672 0.07954  -0.47
H -2.96021 -2.32099 0.21405  0.37
H -1.87254 -2.17232 1.69560  0.00
H -0.74443 -2.39167 -0.62525  0.32
H -1.17865 -0.60348 -0.96122  0.32
H -0.08569 -0.18421 1.46606  -0.42
H 0.58585 -1.95366 1.34571  0.24
H 1.29652 -0.10632 -1.05288  0.33
H 2.30347 -1.27983 -0.06042  0.24
H 2.15823 1.71523 0.34300  0.35
H 1.72275 0.84707 1.89146  0.09
H 3.84986 -0.27049 2.10374  0.18
H 4.13793 -0.20583 0.28627  0.05
H 5.77227 1.47601 1.03994  0.30
H 4.34547 2.42861 0.44840  0.35
H 5.61114 3.08159 2.72405  0.28
H 3.81737 3.31050 2.65801  0.27
H 3.45067 1.21137 4.01125  0.08
H 5.26019 0.72799 3.94921  0.28
H 4.79412 3.60394 5.02225  0.38
H 3.89177 2.34549 5.98899  0.39
H 6.60338 1.21199 5.63133  0.38
H 5.89604 1.97193 7.16920  0.30
H 6.82993 4.33026 8.00663  0.32
H 8.87057 5.99272 6.87492  0.30
H 9.60300 4.99517 4.31855  0.34
H 7.92154 2.73883 3.93937  0.34
H -8.48526 1.66950 2.93372  0.40
H -7.63349 1.98727 1.32664  0.56
H -9.55478 -0.29598 2.18247  0.33
H -8.38767 -0.62640 0.74817  0.44
H -9.81257 0.70719 -0.63335  0.38
H -9.57604 2.15981 0.43929  0.26
H -12.05052 1.44627 0.08087  0.35
H -11.77488 -0.03712 1.08773  0.28
H -12.09975 2.68131 1.74749  0.31
C 5.31578 -1.62139 -4.76380  0.23
C 5.40300 -0.34176 -4.23985  -0.67
C 5.36923 -0.19440 -2.86226  -0.19
N 5.25338 -1.21765 -2.00449  -0.36
C 5.16900 -2.44405 -2.53673  -0.49
C 5.19698 -2.69824 -3.89893  -0.29
H 5.33979 -1.77823 -5.83646  0.27
H 5.49547 0.52199 -4.88567  0.40
H 5.43734 0.78726 -2.40400  0.36
H 5.07360 -3.25350 -1.81981  0.35
H 5.12678 -3.71184 -4.27334  0.36
C 4.32348 -0.76576 -10.85311  -0.35
C 4.40905 0.51636 -10.33188  -0.38
C 4.37454 0.66747 -8.95485  -0.29
N 4.25907 -0.35380 -8.09527  -0.40
C 4.17634 -1.58210 -8.62355  0.02
C 4.20553 -1.84010 -9.98505  -0.43
H 4.34840 -0.92581 -11.92522  0.36
H 4.50109 1.37900 -10.97942  0.36
H 4.44166 1.65016 -8.49937  0.36
H 4.08210 -2.38914 -7.90392  0.44
H 4.13716 -2.85490 -10.35604  0.34
C 5.57881 -7.46148 -7.56442  -0.09
C 4.45534 -6.92547 -8.17438  -0.71
C 4.20848 -5.57102 -8.01829  -0.07
N 4.99067 -4.74716 -7.30808  -0.18
C 6.06914 -5.28986 -6.72721  -0.12
C 6.40616 -6.63028 -6.82528  -0.76
H 5.80732 -8.51656 -7.66387  0.37
H 3.78625 -7.54444 -8.75829  0.36
H 3.34346 -5.10459 -8.47923  0.40
H 6.68350 -4.60026 -6.15680  0.45
H 7.29214 -7.01379 -6.33573  0.36
C -3.79119 3.78489 -3.51864  -0.30
C -2.73746 3.16121 -4.16895  -0.45
C -2.35609 1.89992 -3.73910  -0.22
N -2.94436 1.24789 -2.72783  -0.35
C -3.95894 1.87249 -2.11469  0.17
C -4.41850 3.13047 -2.46962  -0.87
H -4.12008 4.77119 -3.82606  0.38
H -2.22358 3.64244 -4.99120  0.36
H -1.53930 1.37012 -4.21823  0.42
H -4.41409 1.32154 -1.29841  0.61
H -5.24486 3.58645 -1.93902  0.39

Atoms 1-2, force components in eV/Å:
C 0.81 -0.67 -1.61
C 0.51 0.63 -0.62

spin multiplicity: 1
strongest force on any atom: 5.80 eV/Å
LUMO: -1.8 eV
E_HOMO: -7.73 eV

---

Record 2
Density functional theory data (wB97M-V/def2-TZVPD) for a molecular structure, C53H60NO4SSbZn.

Each line ends with the Mulliken charge.
Element x y z (Å)
Zn 0.13850 -1.12890 0.38285  3.34
C -5.58969 0.52848 -4.30506  -1.68
C -4.23255 -0.08567 -4.67039  1.95
C -3.43767 0.93506 -5.48155  -2.11
C -4.45121 -1.33132 -5.53742  -1.71
C -3.50495 -0.48133 -3.39372  -0.51
C -2.34097 0.06038 -2.98723  -0.67
C -1.73712 -0.36805 -1.74961  -0.13
N -0.66646 0.09933 -1.18562  0.23
C 0.26280 1.03412 -1.46206  -0.05
C 0.57534 1.56999 -2.73287  -0.89
C 1.59079 2.46758 -2.87608  0.12
C 2.23752 2.90398 -1.68818  -0.52
C 1.98580 2.44767 -0.41961  -0.17
C 1.05184 1.35787 -0.29546  0.26
O 0.91637 0.68191 0.78723  -1.08
C 2.75740 3.06455 0.75709  2.51
C 2.13148 2.77700 2.11925  -1.94
C 2.78925 4.59271 0.59883  -1.99
C 4.19174 2.53048 0.77338  -1.59
C 2.02896 2.93359 -4.26256  2.11
C 0.81181 3.43284 -5.04869  -1.63
C 2.65661 1.74788 -5.00284  -1.64
C 3.05266 4.06730 -4.20811  -2.22
C -2.38591 -1.41258 -0.91911  1.33
O -1.81359 -1.82920 0.10517  -1.47
C -3.68638 -1.92000 -1.34896  -0.23
C -4.13887 -1.46877 -2.53914  -0.13
C -4.53918 -2.91522 -0.55357  2.37
C -3.97540 -3.31875 0.81443  -2.23
C -5.91623 -2.28146 -0.30755  -1.75
C -4.71008 -4.19297 -1.38496  -1.76
H -6.12200 0.82698 -5.20917  0.46
H -5.46327 1.41078 -3.67721  0.35
H -6.22613 -0.17545 -3.76971  0.34
H -3.96131 1.15001 -6.41274  0.50
H -2.44668 0.56102 -5.73940  0.41
H -3.31984 1.87752 -4.94641  0.38
H -4.96447 -1.05651 -6.45885  0.48
H -5.06191 -2.08051 -5.03459  0.33
H -3.50111 -1.79536 -5.80275  0.38
H -1.86423 0.84435 -3.54883  0.64
H 0.05561 1.19049 -3.60017  0.66
H 2.99062 3.66917 -1.79206  0.30
H 1.08581 3.08373 2.14142  0.58
H 2.66985 3.35490 2.87291  0.49
H 2.18494 1.72527 2.38284  -0.27
H 1.77883 4.99775 0.53915  0.41
H 3.33322 4.91834 -0.28501  0.36
H 3.28274 5.03968 1.46276  0.49
H 4.19277 1.45770 0.95887  0.07
H 4.76020 3.01331 1.56961  0.57
H 4.70017 2.72424 -0.17410  0.25
H 0.07770 2.64225 -5.20661  0.27
H 1.12204 3.79061 -6.03068  0.50
H 0.31596 4.25224 -4.52861  0.34
H 1.94293 0.93071 -5.11050  0.31
H 3.52142 1.36128 -4.46227  0.27
H 2.98325 2.04847 -5.99879  0.48
H 2.65956 4.94841 -3.69989  0.40
H 3.31713 4.36287 -5.22371  0.45
H 3.97581 3.77053 -3.71010  0.40
H -5.08932 -1.85354 -2.88710  0.43
H -3.81755 -2.45629 1.46161  0.38
H -3.03148 -3.85243 0.73981  0.31
H -4.70674 -3.97479 1.29016  0.57
H -5.82431 -1.36248 0.27327  0.38
H -6.54498 -2.97500 0.25105  0.48
H -6.43330 -2.03928 -1.23628  0.33
H -3.74574 -4.66162 -1.58289  0.38
H -5.19300 -3.99740 -2.34246  0.33
H -5.32757 -4.90963 -0.84197  0.46
C -1.00484 -4.32025 7.24176  -0.47
C -2.07625 -4.04096 6.40561  -0.63
C -1.89287 -3.24140 5.28840  -0.59
C -0.64153 -2.70314 5.00608  0.76
C 0.42936 -2.99279 5.84113  -0.29
C 0.24627 -3.80021 6.95537  -0.72
Sb -0.34639 -1.50540 3.28624  0.57
C -1.61366 0.16921 3.62695  0.82
C -2.98984 -0.03904 3.70488  -0.51
C -3.86553 1.02835 3.83869  -0.80
C -3.37516 2.32415 3.87879  -0.55
C -2.01015 2.54315 3.77444  -0.74
C -1.13588 1.47303 3.64882  0.16
C 1.53565 -0.65302 3.75928  -0.13
C 1.77497 0.17921 4.85124  -0.34
C 3.04062 0.70365 5.06582  -0.85
C 4.07853 0.40546 4.19118  -0.51
C 3.85548 -0.43415 3.11264  -0.13
C 2.58992 -0.97098 2.90779  -0.69
H -1.14603 -4.94494 8.11302  0.37
H -3.05416 -4.44960 6.61991  0.40
H -2.74083 -3.04983 4.64326  0.11
H 1.41247 -2.58483 5.63597  0.43
H 1.08560 -4.01741 7.60189  0.40
H -3.40111 -1.04065 3.64972  -0.06
H -4.93047 0.84638 3.90460  0.43
H -4.05444 3.15882 3.98232  0.39
H -1.61908 3.55266 3.78951  0.48
H -0.07914 1.66379 3.54280  0.10
H 0.97613 0.42771 5.53942  0.46
H 3.21608 1.35661 5.91091  0.38
H 5.06071 0.82771 4.35691  0.44
H 4.65662 -0.67405 2.42458  0.40
H 2.42676 -1.61508 2.05076  0.08
O 7.54583 0.22377 -0.50494  -0.54
C 7.22107 -1.07813 -0.29808  0.59
O 8.08191 -1.86842 -0.02709  -0.58
C 5.77384 -1.43235 -0.40398  0.26
C 5.35711 -2.64173 0.14312  -1.02
C 4.02463 -3.00608 0.09767  -0.55
C 3.06979 -2.18196 -0.50347  -0.08
S 1.38903 -2.72518 -0.56447  -0.65
C 3.49861 -0.98673 -1.07965  -0.41
C 4.83094 -0.61910 -1.02895  -0.59
H 6.74093 0.74629 -0.61039  0.34
H 6.09408 -3.28026 0.60940  0.45
H 3.70168 -3.93902 0.53916  0.44
H 2.79174 -0.35384 -1.59937  0.66
H 5.11273 0.29973 -1.52812  0.74

Atoms 1-2, force components in eV/Å:
Zn -0.25 0.13 0.10
C -0.06 0.02 -0.02

energy above the lowest of the compared OMol25 structures with the same formula, charge and spin: 0.00 kcal/mol
spin multiplicity: 1
strongest force on any atom: 0.77 eV/Å
LUMO (alpha / beta): -1.9 / -1.9 eV
E_HOMO (alpha / beta): -7.61 / -7.61 eV

---

| no. | E_tot (Ha) |
| --- | --- |
| 1 | -5941.424656 |
| 2 | -4829.148763 |